Record 1
Molecular formula: C4H8NO2
Method: DFT, ωB97M-V/def2-TZVPD

Cartesian coordinates (Å):
C -1.1834 1.1229 1.1831
C -0.7906 1.4922 -0.0175
C 0.7128 -0.3141 -0.6177
C 1.0738 -1.3351 -1.6373
N -0.7705 -0.1017 1.6353
O -0.3073 0.5427 -0.9094
O 1.3785 -0.2865 0.4840
H -1.6090 1.9565 1.8447
H -1.3254 2.2205 -0.5163
H 2.0660 -1.7559 -1.5820
H 1.1063 -0.8640 -2.6477
H 0.1383 -1.9648 -1.7894
H -0.6749 -0.8468 0.9011
H -1.0146 -0.3057 2.6468
H 1.2000 0.4398 1.0223

Cartesian forces, eV/Å:
0.7 0.7 2.1
-0.5 -0.3 -0.6
-1.0 1.9 -1.1
-1.9 0.8 -1.7
-1.4 -0.5 2.2
3.3 -3.0 0.1
1.0 -2.0 -3.1
0.4 -1.8 -0.8
-0.3 1.8 -1.2
-0.2 -0.7 0.9
-0.2 0.3 0.7
1.5 0.0 0.5
-0.8 0.8 2.1
0.3 -0.4 -2.2
-0.8 2.4 2.0

As for the charge: +1. The calculation puts the energy above the lowest of the compared OMol25 structures with the same formula, charge and spin at 2.684 eV. For the HOMO energy (spin up / spin down), the calculation gives -0.49593 / -0.49592 hartree.

Record 2
Molecular formula: H22O11
Method: DFT, ωB97M-V/def2-TZVPD

Cartesian coordinates (Å):
O 0.4337 -0.6451 3.2694
H 1.1817 -1.2081 3.3344
H 0.4827 -0.4161 2.3704
O 2.2607 1.0399 -1.1326
H 2.7807 1.8029 -0.9156
H 2.7497 0.1839 -0.9106
O -0.8463 -2.2471 0.0314
H -0.6133 -3.0201 0.5004
H -0.7163 -2.5091 -0.8616
O 1.2937 1.7899 -3.6656
H 2.1637 1.7549 -4.0776
H 1.3767 1.3689 -2.8066
O 1.5997 2.1889 1.6834
H 1.0727 2.6719 1.0054
H 1.0597 1.3959 1.4754
O 0.3087 0.0679 0.5844
H -0.2253 -0.7501 0.4354
H 0.9017 0.1369 -0.1436
O -3.2723 -1.1341 1.9004
H -2.7403 -0.4961 1.4774
H -4.0733 -0.7671 2.2754
O 0.2227 2.8439 -0.6196
H 0.6777 3.6519 -0.7596
H 0.9027 2.1129 -0.7396
O -3.4433 -2.0361 -0.9696
H -4.2203 -2.2401 -0.4216
H -2.7013 -2.1021 -0.3656
O 2.2457 -1.5771 -0.5756
H 2.3107 -2.5431 -0.3256
H 2.2747 -1.1731 0.3034
O -2.1583 0.7979 -0.2946
H -1.2663 0.7949 -0.0106
H -2.0243 0.2599 -1.0506

Cartesian forces, eV/Å:
-0.7 -0.2 1.6
1.1 -0.9 0.7
-0.3 1.0 -1.9
0.4 -2.3 -0.1
0.8 0.3 0.5
-0.5 1.8 -0.7
-0.4 1.0 0.2
0.2 -1.3 1.4
0.1 -0.1 -1.6
-0.2 0.2 -0.5
-0.1 -0.1 0.2
0.3 -0.1 0.0
-1.1 -0.3 -1.2
0.6 0.8 0.8
0.8 -0.1 1.2
-1.1 -0.7 0.9
0.4 0.2 0.1
0.6 0.2 -1.0
-0.7 -2.2 1.0
0.4 1.7 -0.9
0.2 0.5 -0.2
0.3 -2.2 0.1
0.6 1.2 -0.5
-1.4 1.4 -0.1
-0.6 -0.4 -0.3
0.5 0.3 -0.3
-0.1 0.1 0.4
0.4 -1.8 0.9
0.1 1.5 -0.8
-0.2 0.0 0.1
-1.2 0.3 0.5
1.5 0.9 1.1
-0.8 -0.9 -1.6

As for the SMILES: O.O.O.O.O.O.O.O.O.O.O. The calculation puts the energy above the lowest of the compared OMol25 structures with the same formula, charge and spin at 2.574 eV. For the HOMO energy, the calculation gives -0.39238 hartree.

Record 3
Molecular formula: C17H54N3O9
Method: DFT, ωB97M-V/def2-TZVPD

Cartesian coordinates (Å):
N 0.8771 -0.6991 -1.2688
H 0.3680 0.1083 -1.7464
H 0.9050 -1.5524 -1.7063
H 0.3983 -0.8008 -0.3090
H 1.8519 -0.3110 -1.1797
C -0.7564 -2.6549 -4.6369
O -0.8057 -2.6499 -3.2667
H -0.3444 -1.7408 -4.9680
H -1.6095 -2.8405 -5.2115
H 0.0286 -3.3441 -5.1423
H -1.6424 -3.4264 -3.0178
C 4.8328 -1.2202 -2.7484
O 3.9557 -1.9240 -1.9488
H 4.9982 -0.3248 -1.9886
H 4.5556 -0.9655 -3.7944
H 5.8144 -1.8118 -2.8763
H 4.4087 -1.9011 -1.1167
C 3.7926 1.3141 0.4196
O 2.4940 0.9644 0.8388
H 4.3866 0.3640 0.2742
H 4.3592 1.9202 1.1524
H 3.7405 1.9008 -0.5356
H 2.2257 1.5882 1.5085
C 0.9967 3.4556 -2.2225
O 1.3227 2.1357 -2.9299
H 0.0330 3.4500 -1.7533
H 1.0674 4.2878 -2.9579
H 1.8012 3.7715 -1.4182
H 1.8129 2.5105 -3.7949
C 1.2641 -3.4365 1.3539
O 0.8713 -3.5866 -0.0314
H 0.9153 -2.5441 2.0030
H 2.3467 -3.3363 1.2478
H 1.0836 -4.4215 1.8625
H 0.7950 -4.5378 -0.4342
C -0.6530 -0.7214 -6.6639
O -1.0514 -0.7733 -5.2809
C -0.4915 0.0981 -4.3611
C -1.3276 0.0161 -3.0193
N -0.7578 0.7749 -1.9137
C -1.7499 1.0717 -0.9129
C -1.1804 1.6557 0.3495
O -2.0335 1.9489 1.2399
C -1.8371 2.3099 2.6704
H -0.8533 -1.7881 -7.1516
H 0.3349 -0.5209 -6.8158
H -1.1641 0.0254 -7.4176
H -0.4815 1.0768 -4.6946
H 0.5734 -0.1487 -4.2472
H -1.5863 -0.9899 -2.6735
H -2.1736 0.6250 -3.3343
H -0.1119 1.5334 -2.0635
H -2.1816 0.0808 -0.6657
H -2.4409 1.7485 -1.3388
H -0.3582 2.4454 0.1327
H -0.3865 1.0308 0.7585
H -1.0837 3.0959 2.6376
H -1.2899 1.5123 3.2218
H -2.8577 2.3608 3.1238
C -2.2128 -2.1557 0.1375
O -1.3623 -1.4487 0.9202
C -1.8536 -1.4415 2.3280
C -1.0263 -0.4042 3.0720
N -1.7457 -0.0565 4.3107
C -0.8182 0.5840 5.1637
C -1.6248 1.4875 6.1695
O -0.6272 2.0479 7.0531
C -1.1068 2.8812 8.0889
H -1.8768 -2.2112 -0.8490
H -3.4148 -1.8112 0.2813
H -2.0638 -3.1265 0.4376
H -1.8713 -2.4236 2.7248
H -2.8126 -1.0002 2.3072
H -1.0399 0.4596 2.4090
H 0.0247 -0.4365 3.2517
H -1.9929 -0.9438 4.7560
H -0.2028 1.3445 4.6799
H -0.2554 -0.1219 5.6072
H -2.2071 0.8846 6.8807
H -2.1334 2.4541 5.6860
H -0.3708 3.2971 8.9948
H -1.6915 2.1719 8.5515
H -1.7151 3.7604 7.8018

Cartesian forces, eV/Å:
3.6 1.0 4.0
-1.2 -0.8 0.5
0.1 -2.8 -1.4
1.1 0.1 -1.7
-1.0 -1.1 0.5
5.4 -6.2 -1.1
-4.5 -4.8 2.5
1.9 -3.1 1.4
-1.8 -0.1 -0.2
-1.0 -0.6 1.4
3.9 3.3 -0.7
3.2 1.7 1.1
-2.0 -1.4 -0.4
0.6 -0.6 -2.8
-0.7 0.0 1.1
-1.2 1.0 0.2
-0.2 -0.5 0.8
1.3 -0.1 -0.8
-0.2 -0.2 0.1
-0.6 1.0 0.0
-0.4 -0.3 -0.2
0.2 -0.6 0.6
-0.2 0.2 0.3
3.0 0.6 -0.2
1.6 4.0 -1.8
-0.5 -0.3 0.0
-0.4 -0.7 0.4
-1.5 -1.2 -1.4
-1.6 -1.7 2.9
1.0 -1.6 0.2
-1.3 -0.8 -1.2
-0.3 -1.4 -1.8
0.1 0.1 0.7
0.0 1.2 0.0
0.4 2.6 2.0
-3.7 -1.0 -2.3
-4.3 9.0 -4.7
0.7 -1.0 1.9
0.0 2.1 -1.7
-0.9 1.8 -0.4
0.3 -1.4 0.7
7.0 -0.2 -2.2
-5.9 1.4 4.6
1.0 -0.9 -1.2
0.3 2.1 1.4
3.1 0.4 0.2
0.3 -1.2 2.1
-0.3 2.2 -0.6
0.1 -0.3 0.3
0.1 0.6 -0.5
-0.9 -0.7 0.1
-0.9 0.4 -1.1
-0.4 0.9 0.0
-1.4 0.6 -0.2
-1.5 0.5 -0.4
0.1 -1.5 -0.1
-0.8 1.1 0.4
-1.2 1.9 -0.7
1.1 0.8 -0.6
-3.9 0.7 0.8
0.6 1.8 2.5
2.6 1.4 -2.0
-1.3 -0.2 -0.6
-0.3 -1.3 -1.5
-2.7 4.5 0.9
1.3 1.7 1.0
2.1 0.9 -1.1
1.1 1.3 1.5
0.3 0.8 -1.9
3.2 -0.9 -0.7
-0.7 -3.0 0.8
0.1 -1.1 0.4
-1.4 0.2 0.0
-0.2 -1.2 -0.1
1.1 -1.5 0.2
-0.2 0.4 -0.1
0.3 -0.5 -0.4
2.4 -1.9 2.1
-0.9 0.1 -0.8
0.4 -2.6 0.6
-1.1 -1.4 -3.1
-2.2 -0.8 2.1
0.3 -0.4 -0.4

As for the charge: +1. The calculation puts the energy above the lowest of the compared OMol25 structures with the same formula, charge and spin at 5.213 eV. For the HOMO energy, the calculation gives -0.36474 hartree.

Record 4
Molecular formula: C16H23N3OS5Sm
Method: DFT, ωB97M-V/def2-TZVPD

Cartesian coordinates (Å):
Sm -0.0335 1.0584 -0.7803
C -0.2051 -2.6295 0.9465
C 1.1067 -2.8383 0.2047
S 1.2267 -1.7775 -1.2525
C 3.0238 -1.6745 -1.4549
C 3.5092 -0.3188 -1.9466
S 3.0766 1.1016 -0.9228
C 3.6413 0.6159 0.7127
C 3.1869 1.6697 1.7174
S 1.4019 1.9541 1.7876
C 0.8450 0.8072 3.0696
C 0.7798 -0.6676 2.6886
S -0.5376 -0.9439 1.4876
H -0.2444 -3.2863 1.8166
H -1.0577 -2.8951 0.3189
H 1.1795 -3.8818 -0.1018
H 1.9582 -2.6311 0.8540
H 3.3434 -2.4351 -2.1667
H 3.4751 -1.9242 -0.4950
H 3.0825 -0.0734 -2.9196
H 4.5930 -0.3537 -2.0655
H 4.7309 0.5497 0.7162
H 3.2355 -0.3611 0.9748
H 3.6225 2.6386 1.4697
H 3.5321 1.4192 2.7212
H -0.1370 1.1724 3.3741
H 1.5053 0.9399 3.9273
H 0.5481 -1.2607 3.5752
H 1.7376 -1.0061 2.2968
N -0.6357 0.8332 -5.4377
C -0.7103 0.9643 -4.0923
S 0.7534 1.5825 -3.3162
N -1.8424 0.6134 -3.5551
N -1.8844 0.7141 -2.1689
C -3.0617 0.5780 -1.6739
C -3.4242 0.6971 -0.2580
C -4.6654 0.1685 0.1303
C -5.1351 0.2669 1.4207
C -4.3677 0.9504 2.3637
C -3.1545 1.5028 2.0070
C -2.6642 1.3775 0.7094
O -1.4666 1.9218 0.4099
H 0.1262 1.2524 -5.9345
H -1.4733 0.5840 -5.9364
H -3.8632 0.3735 -2.3818
H -5.2671 -0.3288 -0.6230
H -6.0942 -0.1543 1.6869
H -4.7279 1.0632 3.3784
H -2.5678 2.0718 2.7178

Cartesian forces, eV/Å:
2.2 -0.9 0.1
0.0 -0.1 0.0
0.0 -0.1 0.2
-0.2 0.2 -0.2
0.2 0.0 0.0
0.0 -0.1 -0.1
-0.2 0.2 -0.2
0.1 0.0 0.2
0.1 0.0 0.1
-0.1 0.1 -0.1
0.0 -0.1 0.1
0.1 0.1 0.1
-0.2 0.1 -0.1
0.0 0.0 0.0
0.0 0.0 0.0
0.0 0.0 0.0
0.0 0.0 0.0
0.0 0.0 0.0
0.0 0.0 0.0
0.0 0.0 0.0
0.0 0.0 0.0
0.0 0.0 0.0
0.0 0.0 0.0
0.0 0.0 0.0
0.0 0.0 0.0
0.0 0.0 -0.1
0.0 0.0 0.0
0.0 0.0 0.0
0.0 0.0 0.0
0.1 0.0 0.1
0.0 0.0 -0.2
-0.4 0.0 -0.2
0.2 0.0 0.3
-0.3 0.0 -0.5
-0.2 0.1 0.4
-0.1 -0.1 -0.2
-0.1 -0.1 -0.2
0.1 0.1 0.0
0.0 0.0 0.0
-0.1 0.0 0.2
0.5 0.5 -0.2
-1.6 0.3 0.6
0.0 0.0 0.0
0.0 0.0 0.0
0.0 -0.1 0.1
0.0 0.0 0.0
0.0 0.0 0.0
0.0 0.0 0.0
0.0 0.0 0.0

The spin multiplicity is 6. As for the charge: +1. The calculation puts the energy above the lowest of the compared OMol25 structures with the same formula, charge and spin at 0.000 eV. For the HOMO energy (spin up / spin down), the calculation gives -0.38660 / -0.38656 hartree.

Record 5
Molecular formula: C5H6O2
Method: DFT, ωB97M-V/def2-TZVPD

Cartesian coordinates (Å):
C -0.0258 0.8639 0.1158
C -1.3685 -0.6575 0.8635
C -1.4373 0.3603 -0.2160
C 2.0921 -0.4920 -0.5678
O -0.0041 2.1277 0.6558
O -1.3758 -1.8823 0.3344
C 1.0464 0.2199 -0.2856
H 0.8953 2.4758 0.6389
H -1.2805 -2.5453 1.0305
H -1.5364 -0.0286 -1.2329
H -2.1231 1.1662 0.0379
H 2.5544 -0.4779 -1.5447
H 2.5631 -1.1301 0.1702

Cartesian forces, eV/Å:
0.3 0.7 -1.5
-0.9 -1.0 0.6
0.9 -0.4 0.7
0.3 -0.2 -0.1
-0.2 -0.1 0.0
0.1 0.6 -0.3
-0.5 0.2 0.4
0.0 -0.2 0.1
0.0 0.3 0.1
0.0 0.2 0.0
0.0 -0.1 -0.1
0.0 0.1 -0.1
-0.1 -0.1 0.1

The calculation puts the energy above the lowest of the compared OMol25 structures with the same formula, charge and spin at 4.611 eV. For the HOMO energy, the calculation gives -0.30714 hartree.

Record 6
Molecular formula: C4H9N
Method: DFT, ωB97M-V/def2-TZVPD

Cartesian coordinates (Å):
C 1.6182 0.4293 -0.9987
C 0.8468 0.2008 0.2286
N -0.5702 0.3730 0.0027
C -1.4545 -0.7371 -0.2307
C -1.4969 -0.0040 1.0814
H 2.7256 0.5846 -0.8508
H 1.4192 -0.3613 -1.8034
H 1.3075 1.4927 -1.3508
H 0.9528 -0.7402 0.7623
H 1.1726 1.0036 0.9192
H -2.0855 -0.5771 -1.0477
H -1.0307 -1.7697 0.0378
H -1.0525 -0.4395 1.9377
H -2.3525 0.5449 1.3126

Cartesian forces, eV/Å:
0.9 1.2 -2.6
-0.6 0.5 1.9
-1.2 1.1 0.4
2.6 -2.0 2.5
0.7 0.0 -1.9
-1.1 -0.7 0.1
0.4 1.3 1.0
0.2 -1.9 0.1
0.7 -0.5 -0.1
-0.4 -0.4 0.0
-1.3 -0.2 -0.8
-0.6 1.2 -1.3
0.4 -0.9 0.6
-0.9 1.5 0.1

As for the SMILES: CCN1CC1. The calculation puts the energy above the lowest of the compared OMol25 structures with the same formula, charge and spin at 1.813 eV. For the HOMO energy, the calculation gives -0.33202 hartree.